{
  "formula": "C23H35Br2Cl3NO2PtS6Si3Te",
  "method": "ωB97M-V/def2-TZVPD",
  "charge": 1,
  "lumo_ev": [-4.63, -4.63],
  "largest_force_ha_per_bohr": 0.036,
  "de_lowest_kcal_mol": 0.0,
  "e_homo_ev": [-9.95, -9.95],
  "e_tot_ha": -11276.1917,
  "elements": ["Pt", "Br", "C", "C", "C", "Br", "C", "C", "C", "C", "N", "C", "C", "O", "H", "H", "H", "H", "C", "Si", "C", "C", "C", "Te", "C", "Si", "C", "C", "C", "H", "H", "H", "H", "H", "H", "H", "H", "H", "H", "H", "H", "H", "H", "H", "H", "H", "H", "H", "H", "H", "H", "C", "S", "C", "O", "H", "H", "H", "H", "H", "H", "C", "S", "C", "C", "S", "S", "C", "S", "S", "H", "H", "H", "Cl", "Si", "Cl", "Cl"],
  "xyz": [[0.398, 1.344, 0.736], [-1.595, -0.053, 5.427], [0.090, -0.396, 4.662], [1.118, -0.914, 5.471], [2.341, -1.218, 4.945], [3.675, -1.955, 6.057], [2.595, -0.992, 3.572], [3.808, -1.262, 2.906], [3.927, -1.013, 1.564], [2.862, -0.416, 0.880], [1.724, -0.131, 1.481], [1.548, -0.449, 2.801], [0.261, -0.174, 3.307], [-0.673, 0.206, 2.477], [0.919, -1.091, 6.519], [4.634, -1.677, 3.469], [4.836, -1.240, 1.027], [2.932, -0.187, -0.174], [-1.225, -0.267, -4.954], [-0.663, -0.955, -3.310], [0.967, -0.143, -2.868], [-0.470, -2.815, -3.406], [-1.998, -0.529, -2.051], [-1.600, -0.347, 0.045], [-0.822, -2.310, 0.324], [-2.098, -3.590, 0.871], [-1.368, -5.283, 0.577], [-2.418, -3.280, 2.683], [-3.667, -3.401, -0.130], [-0.484, -0.465, -5.733], [-1.368, 0.816, -4.896], [-2.170, -0.710, -5.278], [1.601, -0.043, -3.753], [1.521, -0.698, -2.107], [0.769, 0.854, -2.468], [-0.098, -3.114, -4.390], [-1.424, -3.325, -3.252], [0.237, -3.194, -2.665], [-2.779, -1.293, -2.108], [-2.481, 0.417, -2.314], [-0.073, -2.193, 1.110], [-0.301, -2.587, -0.594], [-0.415, -5.401, 1.101], [-1.186, -5.445, -0.488], [-2.036, -6.075, 0.925], [-1.511, -3.443, 3.273], [-3.196, -3.939, 3.074], [-2.735, -2.247, 2.854], [-3.539, -3.760, -1.154], [-4.018, -2.367, -0.166], [-4.468, -3.991, 0.324], [-3.115, 3.286, 1.538], [-1.952, 3.792, 0.286], [-3.078, 4.002, -1.077], [-1.205, 2.499, -0.104], [-3.752, 4.136, 1.785], [-2.535, 2.992, 2.412], [-3.700, 2.442, 1.172], [-3.805, 4.769, -0.814], [-3.568, 3.049, -1.277], [-2.497, 4.325, -1.940], [5.117, 2.863, -1.396], [4.362, 2.370, -2.963], [2.739, 2.975, -2.947], [1.818, 3.038, -1.916], [2.165, 2.377, -0.369], [0.292, 3.736, -2.338], [0.547, 3.868, -4.050], [-0.597, 4.350, -5.092], [2.178, 3.486, -4.504], [6.184, 2.865, -1.613], [4.903, 2.160, -0.598], [4.810, 3.868, -1.119], [-0.137, 2.935, 3.936], [1.067, 2.966, 2.300], [0.879, 4.872, 1.551], [2.997, 2.723, 2.937]]
}

=====

{
  "formula": "C23H35BrF10N3O10",
  "method": "ωB97M-V/def2-TZVPD",
  "charge": 1,
  "lumo_ev": -4.11,
  "largest_force_ha_per_bohr": 0.088,
  "e_homo_ev": -12.82,
  "e_tot_ha": -5386.4122,
  "elements": ["C", "C", "C", "N", "C", "O", "N", "O", "N", "C", "Br", "C", "C", "C", "O", "C", "C", "C", "O", "F", "H", "H", "H", "H", "H", "H", "H", "H", "H", "H", "H", "H", "H", "H", "H", "H", "H", "H", "H", "H", "C", "C", "O", "C", "O", "C", "F", "F", "F", "H", "H", "H", "H", "H", "C", "C", "O", "C", "O", "C", "F", "F", "F", "H", "H", "H", "H", "H", "C", "C", "O", "C", "O", "C", "F", "F", "F", "H", "H", "H", "H", "H"],
  "xyz": [[-0.351, 1.364, 1.974], [0.109, -0.140, 2.095], [1.413, -0.321, 1.241], [2.033, -1.645, 1.276], [2.821, -2.032, 2.382], [2.184, -3.172, 3.045], [0.983, -2.792, 3.687], [1.007, -3.094, 4.812], [3.134, -1.043, 3.432], [4.370, -0.194, 3.248], [3.827, 1.702, 3.415], [5.270, -0.524, 2.005], [5.568, 0.670, 1.040], [4.403, 1.041, 0.086], [4.839, -1.600, 1.169], [4.172, -2.648, 1.833], [5.008, -3.392, 2.905], [6.325, -3.970, 2.378], [7.233, -4.086, 3.055], [6.336, -4.367, 1.100], [-1.450, 1.365, 1.928], [-0.039, 1.918, 2.878], [0.115, 1.882, 1.122], [-0.687, -0.808, 1.733], [0.316, -0.302, 3.170], [1.090, -0.142, 0.202], [2.069, 0.525, 1.500], [1.452, -2.377, 0.893], [3.289, -1.589, 4.293], [2.361, -0.407, 3.697], [4.996, -0.336, 4.141], [6.271, -0.810, 2.391], [6.012, 1.528, 1.564], [6.372, 0.279, 0.387], [4.861, 1.407, -0.850], [3.779, 0.182, -0.204], [3.748, 1.835, 0.466], [3.848, -3.394, 1.089], [5.241, -2.725, 3.753], [4.417, -4.235, 3.300], [1.547, 3.786, -5.984], [2.513, 4.382, -4.981], [2.073, 4.129, -3.632], [2.378, 2.939, -3.130], [2.977, 2.073, -3.699], [1.888, 2.844, -1.682], [0.646, 3.316, -1.527], [2.676, 3.546, -0.845], [1.875, 1.574, -1.234], [0.535, 4.150, -5.802], [1.840, 4.050, -7.000], [1.518, 2.699, -5.904], [2.543, 5.465, -5.095], [3.527, 4.013, -5.130], [-6.552, 2.979, -0.214], [-5.695, 1.771, -0.531], [-4.802, 2.052, -1.626], [-3.681, 2.696, -1.319], [-3.365, 3.057, -0.221], [-2.819, 2.874, -2.574], [-3.539, 3.272, -3.633], [-2.219, 1.717, -2.922], [-1.854, 3.780, -2.393], [-7.081, 3.316, -1.106], [-7.282, 2.737, 0.559], [-5.943, 3.814, 0.134], [-6.327, 0.944, -0.852], [-5.139, 1.432, 0.343], [-4.594, -4.346, -0.866], [-5.798, -4.282, -1.782], [-6.992, -3.981, -1.039], [-7.205, -2.697, -0.766], [-6.487, -1.792, -1.084], [-8.534, -2.531, -0.021], [-8.681, -3.445, 0.951], [-9.575, -2.667, -0.857], [-8.633, -1.325, 0.550], [-4.768, -5.055, -0.055], [-3.707, -4.654, -1.420], [-4.397, -3.375, -0.408], [-5.962, -5.253, -2.246], [-5.653, -3.560, -2.587]]
}

=====

{
  "formula": "C23H36AsF5NO5PdS2SbTe",
  "method": "ωB97M-V/def2-TZVPD",
  "charge": -2,
  "lumo_ev": 3.90,
  "largest_force_ha_per_bohr": 0.005,
  "de_lowest_kcal_mol": 1.9,
  "e_homo_ev": -1.95,
  "e_tot_ha": -5496.7048,
  "elements": ["Pd", "C", "Sb", "C", "C", "H", "H", "H", "H", "H", "H", "H", "H", "H", "O", "C", "N", "S", "O", "O", "C", "C", "C", "C", "C", "C", "H", "H", "H", "H", "C", "S", "O", "C", "C", "C", "C", "C", "C", "H", "H", "H", "H", "H", "H", "H", "H", "C", "C", "As", "C", "C", "C", "C", "H", "H", "H", "H", "H", "H", "H", "H", "H", "H", "H", "H", "H", "H", "H", "F", "Te", "F", "F", "F", "F", "O"],
  "xyz": [[-0.137, 0.477, -0.303], [-3.649, 1.858, 0.428], [-2.591, -0.098, 0.377], [-3.912, -0.707, -1.176], [-3.272, -0.440, 2.374], [-4.679, 1.666, 0.748], [-3.683, 2.319, -0.564], [-3.178, 2.550, 1.127], [-4.932, -0.779, -0.792], [-3.567, -1.665, -1.551], [-3.866, 0.053, -1.957], [-4.302, -0.799, 2.339], [-3.233, 0.495, 2.937], [-2.642, -1.209, 2.816], [-1.653, 2.040, -2.721], [-1.318, 2.797, -1.831], [-0.702, 2.444, -0.666], [-0.323, 3.718, 0.274], [1.105, 3.914, 0.362], [-1.045, 3.744, 1.518], [-1.018, 4.932, -0.808], [-1.094, 6.303, -0.655], [-1.712, 7.022, -1.669], [-2.233, 6.376, -2.790], [-2.146, 4.996, -2.921], [-1.529, 4.286, -1.907], [-0.689, 6.792, 0.222], [-1.794, 8.099, -1.587], [-2.713, 6.961, -3.565], [-2.544, 4.469, -3.778], [2.089, -2.393, 4.516], [1.355, -2.031, 2.895], [-0.060, -2.454, 3.042], [1.375, -0.250, 3.110], [0.187, 0.398, 3.398], [0.181, 1.781, 3.509], [1.352, 2.501, 3.320], [2.535, 1.841, 3.015], [2.548, 0.458, 2.901], [1.438, -1.998, 5.295], [3.082, -1.943, 4.568], [2.163, -3.477, 4.588], [-0.717, -0.192, 3.492], [-0.748, 2.305, 3.687], [1.327, 3.583, 3.350], [3.439, 2.408, 2.826], [3.455, -0.066, 2.618], [3.731, -1.243, -0.215], [3.629, 0.211, -0.664], [1.924, 0.675, -1.502], [2.316, 2.417, -2.344], [3.781, 2.786, -2.554], [1.807, -0.457, -3.073], [3.052, -0.495, -3.950], [4.723, -1.437, 0.207], [3.567, -1.936, -1.041], [2.968, -1.495, 0.518], [4.422, 0.458, -1.374], [3.725, 0.896, 0.183], [1.841, 3.168, -1.716], [1.778, 2.399, -3.296], [4.301, 2.884, -1.599], [3.862, 3.748, -3.069], [4.320, 2.046, -3.147], [0.939, -0.077, -3.618], [1.539, -1.448, -2.715], [3.280, 0.478, -4.393], [2.912, -1.208, -4.766], [3.927, -0.822, -3.383], [-2.320, -2.174, 0.530], [0.072, -3.134, -0.438], [-0.269, -4.962, -1.375], [-0.834, -2.356, -2.018], [1.544, -3.184, -1.683], [1.622, -3.847, 0.710], [0.660, -1.322, 0.004]]
}